No. 1
Below is one molecule with the formula C6H10O in a non-equilibrium geometry, with properties calculated with ωB97M-V/def2-TZVPD.

```
17
Properties=species:S:1:pos:R:3:lowdin_charge:R:1
H 0.319 -2.484 0.356 0.099
H 0.860 -0.455 1.286 0.143
O 0.851 1.932 -0.139 -0.130
C 1.573 0.694 -0.290 -0.142
H 1.565 0.522 -1.348 0.117
H -2.241 -1.201 -0.528 0.106
C 0.008 -1.645 -0.264 -0.104
C -1.387 -0.997 0.128 -0.091
H -0.524 0.346 -1.128 0.144
H 2.544 0.596 0.208 0.126
C -0.655 0.312 -0.051 -0.320
C 0.632 -0.365 0.244 -0.302
H 0.021 -1.909 -1.346 0.124
C -0.443 1.712 0.402 -0.160
H -0.489 1.777 1.530 0.141
H -1.553 -1.249 1.164 0.102
H -1.081 2.414 -0.223 0.145
```

The SMILES is C1C[C@H]2COC[C@H]12. For the HOMO-LUMO gap, the calculation gives 10.9 eV. The energy above the lowest of the compared OMol25 structures with the same formula, charge and spin is 56.0 kcal per mole. The electronic energy comes out at -8428.813 eV. Its spin multiplicity is 1. As for the HOMO energy: -9.70 eV.

---

No. 2
Below is C2H8AgIN4O2 as an isolated structure in a non-equilibrium geometry, with properties calculated with ωB97M-V/def2-TZVPD.

```
18
Properties=species:S:1:pos:R:3:lowdin_charge:R:1
O -0.496 2.545 -3.320 0.406
N 1.543 -1.037 2.305 0.151
N -1.038 1.411 -1.515 0.269
H -0.414 -0.273 1.803 -0.011
C -0.448 1.557 -2.621 -0.667
H 0.418 0.459 -3.994 0.161
Ag -2.268 -4.495 -1.441 0.551
O 1.779 0.635 3.744 0.099
C 1.155 0.015 2.969 -0.829
N 0.117 0.491 -3.030 0.264
H -0.543 0.768 3.288 0.121
H 2.483 -1.359 2.483 0.129
N -0.048 0.335 2.521 0.136
H -1.224 0.536 -1.047 0.023
H -1.395 2.270 -1.122 0.163
H 0.818 -1.432 1.723 -0.051
I -0.753 -2.175 -0.373 0.033
H 0.313 -0.250 -2.372 0.052
```

For the HOMO-LUMO gap (spin up / spin down), the calculation gives 6.6 / 3.0 eV. The expectation value of S² is 0.754. The energy above the lowest of the compared OMol25 structures with the same formula, charge and spin is 12.5 kcal per mole. The electronic energy comes out at -24350.234 eV. As for the total charge: +1. Its spin multiplicity is 2. As for the HOMO energy (spin up / spin down): -11.90 / -11.90 eV.

---

No. 3
Below is one molecule with the formula C14H20N3O6P in a non-equilibrium geometry, with properties calculated with ωB97M-V/def2-TZVPD.

```
44
Properties=species:S:1:pos:R:3:lowdin_charge:R:1
H 0.576 -2.473 3.377 0.056
H -2.915 -0.706 -2.470 0.094
H 2.252 -1.254 1.838 0.110
C 1.071 -0.984 -0.607 -0.090
H 3.440 -2.448 1.362 0.109
N 2.271 2.471 -0.311 0.065
O 3.733 0.613 -0.302 0.153
H 2.160 -3.866 2.607 0.102
C -1.212 -0.448 -1.201 -0.137
H -1.955 2.769 0.297 0.043
O -0.562 -2.695 -0.800 0.036
H 1.334 -4.065 1.077 0.096
H -2.661 -2.046 -1.354 0.097
C 2.385 -2.163 1.245 -0.170
H 0.056 -2.004 1.919 0.044
N 0.308 -2.823 2.463 -0.003
H -4.109 -1.162 0.137 0.072
P -2.059 2.313 -1.784 0.914
C 2.634 1.100 -0.384 -0.318
H 3.070 -1.697 -0.797 0.113
N -3.390 1.688 -2.703 -0.179
H -3.055 0.293 0.290 0.062
C -2.618 -0.963 -1.453 -0.174
C 0.377 1.293 -1.006 -0.096
C 2.084 3.049 1.019 -0.136
H -0.565 -3.080 -1.683 0.127
O 1.781 2.025 1.971 -0.121
H 1.200 2.253 3.792 0.108
H -4.257 2.006 -2.269 0.039
H -4.371 0.241 -0.864 0.051
C -0.922 0.922 -1.299 -0.217
O 1.025 2.711 2.960 -0.017
C -3.592 -0.361 -0.393 -0.079
H 1.858 -2.947 -0.669 0.109
H 1.214 3.711 0.999 0.132
C 2.159 -1.974 -0.268 -0.116
H 2.941 3.632 1.370 0.140
O 0.636 3.691 -1.525 0.113
C 1.036 2.680 -1.018 -0.353
C -0.221 -1.361 -0.878 -0.213
C 1.569 -3.336 1.858 -0.257
C 1.333 0.354 -0.658 -0.036
H -3.342 2.218 -3.568 0.022
O -2.699 2.824 -0.319 -0.296
```

The SMILES is CCc1c(O)c(CCCN)c2c(c1P(N)O)C(=O)N(COO)C2=O. For the HOMO-LUMO gap, the calculation gives 7.8 eV. The energy above the lowest of the compared OMol25 structures with the same formula, charge and spin is 51.7 kcal per mole. The electronic energy comes out at -40883.280 eV. Its spin multiplicity is 1. As for the HOMO energy: -7.92 eV.

---

No. 4
Below is C6H13KO3 as an isolated structure in a non-equilibrium geometry, with properties calculated with ωB97M-V/def2-TZVPD.

```
23
Properties=species:S:1:pos:R:3:lowdin_charge:R:1
C -0.004 -0.337 -1.930 -0.222
H -0.728 1.095 -3.319 0.127
H -1.217 -0.621 -1.854 0.163
O 0.252 -0.167 1.863 -0.400
C -0.126 1.112 -2.391 -0.237
H 0.482 -0.938 -2.715 0.126
H 1.540 -2.234 -0.400 0.138
H -2.551 0.692 -1.843 0.007
O 0.800 -0.324 -0.755 -0.242
H 2.201 -0.713 1.452 0.141
H 1.148 -2.028 2.063 0.137
K -0.516 1.210 0.420 1.014
H -0.187 -1.982 -0.010 0.144
C -2.099 1.174 -0.959 -0.374
H 0.565 -0.637 3.856 0.099
C 0.811 -1.512 0.002 -0.188
H -2.821 1.997 -0.808 0.008
C 0.438 0.240 3.202 -0.087
H 1.321 0.893 3.291 0.102
O -0.861 1.839 -1.429 -0.492
C 1.182 -1.136 1.417 -0.191
H -0.458 0.791 3.509 0.100
H 0.829 1.586 -2.662 0.129
```

For the HOMO-LUMO gap, the calculation gives 5.8 eV. The electronic energy comes out at -28893.320 eV. Its spin multiplicity is 1. As for the HOMO energy: -5.74 eV.

---

- Look up the electronic energy of the fourth one.
  -28893.320 eV